1.
{"formula": "C4H7N3", "method": "the ωB97M-V functional and the def2-TZVPD basis", "symbols": ["C", "N", "C", "C", "C", "N", "N", "H", "H", "H", "H", "H", "H", "H"], "coordinates": [[2.228871, 0.195547, 0.245657], [1.203116, 0.216096, -0.781056], [-0.130085, 0.065991, -0.433368], [-0.675867, -0.713496, 0.620799], [-2.036582, -0.546219, 0.493840], [-2.230210, 0.265069, -0.563905], [-1.077383, 0.666078, -1.142392], [1.776088, 0.164849, 1.243483], [2.891635, -0.673587, 0.144335], [2.845557, 1.099675, 0.193706], [1.321265, 0.919915, -1.495088], [-0.152412, -1.322950, 1.343162], [-2.864068, -0.948123, 1.062642], [-3.099919, 0.611159, -0.931817]], "atomic_forces_ev_per_a": [[0.116, -0.032, 0.155], [-0.144, 0.088, -0.118], [0.012, 0.059, -0.012], [-0.003, -0.007, -0.003], [0.034, 0.037, -0.092], [-0.193, -0.019, 0.063], [0.160, -0.142, 0.154], [0.079, 0.021, -0.161], [-0.122, 0.133, 0.030], [-0.079, -0.142, 0.007], [-0.008, -0.083, 0.099], [-0.102, 0.099, -0.116], [0.136, 0.068, -0.084], [0.113, -0.082, 0.079]], "homo_lumo_gap_ev": 9.0, "spin_multiplicity": 1, "e_tot_ha": -320.86524, "e_above_lowest_kj_mol": 47.40, "smiles": "CNc1cc[nH]n1"}

2.
{"formula": "C31H65FNO11", "method": "the ωB97M-V functional and the def2-TZVPD basis", "symbols": ["C", "C", "F", "C", "C", "C", "O", "C", "C", "C", "C", "N", "O", "C", "C", "C", "C", "H", "H", "H", "H", "H", "H", "H", "H", "H", "H", "H", "H", "H", "H", "H", "H", "H", "H", "H", "H", "H", "H", "H", "C", "O", "C", "C", "O", "C", "C", "O", "C", "H", "H", "H", "H", "H", "H", "H", "H", "H", "H", "H", "H", "H", "H", "C", "O", "C", "C", "O", "C", "C", "O", "C", "H", "H", "H", "H", "H", "H", "H", "H", "H", "H", "H", "H", "H", "H", "C", "O", "C", "C", "O", "C", "C", "O", "C", "H", "H", "H", "H", "H", "H", "H", "H", "H", "H", "H", "H", "H", "H"], "coordinates": [[1.858123, 0.564039, 2.052449], [1.174000, 1.109256, 0.719161], [2.172429, 1.493680, -0.223153], [0.080905, 0.093106, 0.093021], [0.911801, -1.175757, -0.387321], [0.099212, -2.250369, -1.204309], [-1.118879, -2.440866, -1.171394], [-0.971395, -0.173723, 1.254541], [-2.504315, -0.242593, 0.854203], [-3.015733, -1.735225, 1.248417], [-3.299612, 0.725741, 1.861640], [-2.840740, -0.067097, -0.581505], [-4.137723, 0.185555, -0.608285], [-2.066689, 0.983312, -1.280962], [-2.453571, 0.857788, -2.853320], [-2.417921, 2.483123, -0.873296], [-0.482092, 0.828593, -1.214957], [2.944743, 0.904448, 2.022965], [1.772261, -0.549849, 2.203669], [1.400096, 1.116064, 2.941285], [0.562034, 2.026706, 1.025989], [1.488242, -1.703339, 0.442065], [1.718578, -0.777533, -1.097737], [0.707529, -2.928948, -1.903891], [-0.855814, 0.683972, 2.006511], [-0.609281, -1.097682, 1.821895], [-2.168056, -2.473763, 1.351574], [-3.714868, -1.711728, 2.145193], [-3.656974, -2.118430, 0.382062], [-4.406765, 0.474239, 1.930914], [-2.879943, 0.474558, 2.898896], [-3.090617, 1.823586, 1.704139], [-3.414934, 0.293064, -3.023531], [-2.560090, 1.912038, -3.267806], [-1.648987, 0.350325, -3.462792], [-1.966230, 3.176800, -1.660457], [-3.537310, 2.696927, -0.865219], [-1.931109, 2.803949, 0.112366], [-0.060299, 1.892215, -1.242253], [-0.024175, 0.304530, -2.110951], [4.441512, 9.285563, 1.084024], [4.241984, 8.222231, 0.169202], [5.452131, 7.584899, -0.221832], [5.295550, 6.065763, -0.250513], [5.163093, 5.452018, 1.029527], [3.943640, 5.685440, 1.740839], [2.708373, 5.048323, 1.117538], [2.324697, 5.729839, -0.071031], [1.873177, 4.857664, -1.088952], [4.810726, 10.169731, 0.558583], [3.480123, 9.521109, 1.543046], [5.136891, 9.000857, 1.882723], [6.281849, 7.853501, 0.439931], [5.686115, 7.938379, -1.233188], [6.216847, 5.655371, -0.675448], [4.495584, 5.759552, -0.921387], [3.791012, 6.748873, 1.924450], [4.097091, 5.216733, 2.719533], [1.870449, 5.130413, 1.823808], [2.896015, 3.986999, 0.929299], [2.535519, 3.994837, -1.201625], [1.881623, 5.410023, -2.031200], [0.850839, 4.528267, -0.880410], [5.726726, -0.659759, -0.679524], [5.259395, -1.782215, -1.409164], [4.666468, -1.432946, -2.653456], [5.106471, -2.386263, -3.762961], [6.469312, -2.256968, -4.158778], [7.462937, -2.691473, -3.224810], [7.497774, -4.194782, -2.981944], [6.374087, -4.616354, -2.217031], [5.847706, -5.859832, -2.639149], [4.888015, -0.142402, -0.206637], [6.404988, -1.019485, 0.095807], [6.284466, 0.031228, -1.322642], [4.904698, -0.403815, -2.940610], [3.580263, -1.514438, -2.522081], [4.520195, -2.136795, -4.652895], [4.859764, -3.418621, -3.523300], [7.391292, -2.140342, -2.287292], [8.418090, -2.410092, -3.682126], [8.396819, -4.440883, -2.400974], [7.552810, -4.721496, -3.938817], [5.752696, -5.907371, -3.727964], [4.847444, -5.961002, -2.212466], [6.472172, -6.680388, -2.275839], [-8.641662, -6.217642, 3.901459], [-8.937312, -5.035315, 3.179333], [-8.782624, -3.852239, 3.953754], [-8.087217, -2.751931, 3.154328], [-6.706516, -2.985478, 2.887587], [-6.389050, -4.027821, 1.958860], [-6.796875, -3.743622, 0.519174], [-8.209251, -3.822090, 0.361918], [-8.727434, -2.836814, -0.511172], [-9.471243, -6.469650, 4.566757], [-8.504560, -7.027013, 3.182732], [-7.712964, -6.114101, 4.475364], [-8.222484, -4.043175, 4.874843], [-9.790326, -3.514181, 4.223821], [-8.115574, -1.843933, 3.764839], [-8.632319, -2.515502, 2.242886], [-6.773236, -4.989601, 2.298521], [-5.295782, -4.100731, 1.983054], [-6.354661, -4.508218, -0.133739], [-6.412047, -2.766529, 0.213109], [-8.305470, -1.849987, -0.299389], [-9.805958, -2.780414, -0.348154], [-8.540699, -3.114622, -1.551963]], "atomic_forces_ev_per_a": [[0.297, 1.118, -0.147], [-1.209, -0.512, 1.368], [-1.019, -0.507, 0.773], [1.429, 0.608, -0.281], [-0.076, 0.029, -0.680], [-1.181, -0.456, 0.004], [2.630, 0.836, 0.231], [0.930, 0.701, -0.120], [-0.002, -2.385, 2.710], [-0.865, -0.036, -1.028], [0.406, -0.447, 0.648], [-1.280, 2.661, 1.988], [1.352, -0.867, -1.096], [0.790, 0.849, -3.135], [-0.045, 0.439, -0.077], [0.100, 0.512, 0.214], [0.129, 0.032, 0.764], [-1.289, -0.705, 0.056], [0.198, 1.282, -0.213], [0.520, -0.964, -1.135], [1.070, -0.849, -0.784], [-0.878, 0.535, -0.923], [-1.001, -0.623, 0.889], [-0.327, 0.814, 0.839], [-0.193, -1.054, -1.054], [-0.818, 1.153, -0.811], [-0.976, 0.928, 0.114], [1.180, -0.093, -0.916], [0.853, 0.530, 1.166], [1.450, 0.555, -0.491], [-0.512, 0.314, -1.386], [-0.454, -1.194, -0.037], [0.982, 0.737, 0.399], [0.005, -1.417, 0.372], [-0.825, 0.449, 0.840], [-0.511, -1.038, 0.989], [1.463, -0.511, 0.157], [-0.816, -0.571, -1.181], [-0.552, -1.463, 0.008], [-0.934, 0.597, 0.964], [-0.177, -0.159, -0.204], [0.243, -0.008, 0.492], [-0.431, -0.217, -0.252], [0.270, 0.114, -0.011], [-0.300, 0.193, -0.055], [0.109, -0.242, 0.072], [-0.088, 0.502, 0.039], [0.272, -0.375, -0.112], [0.023, 0.327, -0.012], [0.118, 0.121, 0.130], [0.004, -0.008, -0.125], [0.027, 0.060, -0.074], [-0.069, 0.000, 0.077], [0.247, -0.141, -0.025], [0.037, 0.029, 0.152], [-0.199, 0.184, 0.049], [-0.113, 0.008, -0.191], [0.013, -0.040, -0.134], [0.126, -0.134, 0.172], [0.062, -0.021, -0.112], [-0.075, -0.094, 0.069], [-0.088, 0.047, 0.122], [-0.044, -0.204, -0.069], [-0.083, -0.275, 0.017], [0.312, 0.379, -0.139], [0.037, -0.539, 0.097], [-0.134, 0.247, -0.098], [-0.029, -0.125, 0.346], [0.104, -0.030, -0.258], [-0.054, 0.253, 0.485], [-0.131, -0.073, -0.491], [-0.050, 0.180, 0.316], [0.036, 0.221, 0.008], [-0.106, -0.062, -0.017], [-0.098, 0.018, 0.034], [0.080, -0.014, 0.049], [-0.089, 0.088, -0.280], [0.115, 0.109, -0.002], [0.059, -0.022, 0.272], [-0.132, -0.162, 0.072], [-0.119, -0.073, -0.041], [0.136, 0.087, -0.199], [-0.105, -0.004, -0.047], [0.085, -0.048, -0.039], [0.119, 0.014, 0.066], [-0.009, -0.148, -0.140], [-0.124, 0.158, -0.253], [0.455, -0.148, 0.271], [-0.171, 0.114, -0.509], [-0.007, 0.035, 0.280], [-0.183, -0.235, -0.148], [0.201, 0.200, -0.033], [-0.192, -0.450, 0.138], [0.088, 0.475, 0.087], [-0.153, -0.293, 0.121], [0.068, -0.109, 0.172], [-0.102, 0.071, -0.011], [-0.087, 0.002, 0.043], [0.057, -0.069, -0.055], [0.082, 0.222, 0.159], [0.118, -0.080, 0.062], [-0.077, -0.249, -0.093], [-0.190, 0.045, -0.111], [-0.092, 0.116, -0.028], [0.236, 0.089, 0.074], [-0.052, 0.080, 0.043], [0.089, 0.013, -0.073], [0.071, -0.113, -0.037], [0.031, 0.175, -0.104]], "homo_lumo_gap_ev": [9.4, 8.8], "spin_multiplicity": 2, "e_tot_ha": -2202.05334}